Entry 1:
This record from OMol25 describes a gas-phase ion, C2H10N2O2P (charge +1). The level of theory is wB97M-V/def2-TZVPD.

```
! wB97M-V def2-TZVPD RIJCOSX def2/J DEFGRID3
* xyz 1 1
O -0.89 1.94 0.55
C -1.00 0.51 0.47
N -1.01 -0.10 -0.83
P 0.35 -0.74 -1.61
N 1.33 0.28 0.00
C 0.35 0.03 1.14
O 0.23 -1.27 1.48
H -1.69 2.47 0.73
H -1.94 0.02 1.08
H -1.83 -0.68 -1.13
H 1.21 0.02 -2.54
H 1.34 -1.50 -1.05
H -0.44 -1.53 -2.50
H 1.25 1.23 -0.37
H 2.30 0.05 0.14
H 0.52 0.69 2.05
H -0.09 -1.42 2.39
*
```

- Highest occupied orbital energy: -14.577 eV
- F_max: 3.24 eV Å⁻¹
- Energy above the lowest of the compared OMol25 structures with the same formula, charge and spin: 3.922 eV
- LUMO: -3.05 eV
- Molar mass: 125.09 u
- Kohn-Sham gap: 11.5 eV
- Energy: -683.24018 Ha

***

Entry 2:
This record from OMol25 describes 5 unconnected molecules or ions with the total composition C19H31N2O6. The level of theory is wB97M-V/def2-TZVPD.

```
! wB97M-V def2-TZVPD RIJCOSX def2/J DEFGRID3
* xyz -1 1
O 4.50 -3.79 -1.27
C 4.56 -2.55 -1.23
O 4.92 -1.83 -0.26
C 4.17 -1.75 -2.50
N 3.09 -2.38 -3.28
C 1.85 -2.36 -2.56
C 1.48 -3.51 -1.88
C 0.30 -3.49 -1.15
C -0.44 -2.31 -1.14
C 0.00 -1.23 -1.87
N 1.14 -1.24 -2.57
H 3.89 -0.74 -2.17
H 5.04 -1.66 -3.14
H 2.95 -1.82 -4.12
H 2.13 -4.37 -1.90
H -0.03 -4.36 -0.60
H -1.35 -2.24 -0.57
H -0.57 -0.30 -1.88
C 3.94 2.07 3.50
C 4.15 1.60 2.07
O 3.97 2.37 1.15
C 4.58 0.17 1.89
H 3.63 3.11 3.51
H 3.17 1.46 3.98
H 4.87 1.96 4.07
H 3.84 -0.50 2.33
H 5.54 0.02 2.39
H 4.69 -0.08 0.83
C -5.14 -2.25 0.17
C -4.54 -1.38 -0.90
O -3.35 -1.18 -0.97
C -5.49 -0.78 -1.91
H -4.36 -2.62 0.83
H -5.84 -1.66 0.77
H -5.67 -3.09 -0.28
H -6.22 -0.15 -1.39
H -6.03 -1.56 -2.43
H -4.94 -0.18 -2.62
C 1.97 5.19 -3.00
C 2.56 3.79 -2.94
O 2.76 3.16 -3.96
C 2.88 3.27 -1.57
H 1.78 5.46 -4.04
H 1.03 5.22 -2.45
H 2.66 5.90 -2.56
H 1.97 3.25 -0.96
H 3.60 3.92 -1.08
H 3.29 2.26 -1.62
C -4.43 0.94 3.39
C -5.31 -0.21 3.79
O -5.35 -1.24 3.15
C -6.14 -0.03 5.04
H -3.89 0.69 2.48
H -5.04 1.83 3.21
H -3.72 1.17 4.18
H -6.82 0.82 4.93
H -5.49 0.16 5.90
H -6.73 -0.93 5.23
*
```

- Highest occupied orbital energy: -4.253 eV
- F_max: 0.60 eV Å⁻¹
- LUMO: 1.94 eV
- Molar mass: 383.46 u
- Kohn-Sham gap: 6.2 eV
- Energy: -1303.58291 Ha

***

Entry 3:
This record from OMol25 describes a molecular structure, C24H27NO6. The level of theory is wB97M-V/def2-TZVPD.

```
! wB97M-V def2-TZVPD RIJCOSX def2/J DEFGRID3
* xyz 0 1
C 0.90 4.68 -0.93
C 0.36 3.58 -0.12
H 0.96 3.43 0.84
H -0.62 3.88 0.20
O 0.60 2.51 -0.80
C -0.34 1.49 -0.08
C -0.59 0.41 -1.03
C -0.97 0.69 -2.44
C 0.05 1.27 -3.37
C -0.74 1.93 -4.68
O -1.46 2.89 -4.08
H -1.76 3.37 -4.89
H 0.13 2.33 -5.49
H -1.45 1.09 -5.06
H 0.74 0.49 -3.77
H 0.43 2.14 -2.81
H -1.66 0.03 -2.98
H -1.89 1.57 -2.18
H 0.54 -0.32 -1.37
C -1.45 -0.87 -0.38
C -0.80 -1.08 0.96
C -0.21 -0.25 1.80
O 0.27 0.86 1.17
C 0.23 -0.54 3.12
O 0.24 -1.75 3.56
N 1.19 0.36 3.40
C 1.86 0.64 4.61
C 2.70 1.41 4.95
C 3.29 1.78 6.22
C 3.14 0.77 7.09
C 2.43 -0.47 6.91
C 1.84 -0.48 5.66
H 1.04 -1.38 5.51
H 2.30 -0.99 7.61
H 3.75 0.90 8.06
H 3.95 2.36 6.36
H 2.96 2.28 4.08
H 1.15 1.20 2.93
H -1.22 -2.02 1.49
C -1.32 -2.20 -1.07
C -0.29 -2.84 -1.25
C -0.14 -4.06 -1.69
C -1.03 -4.40 -2.62
C -2.22 -3.57 -2.75
C -2.25 -2.59 -1.94
H -3.31 -1.99 -2.24
O -3.18 -4.25 -3.68
C -2.56 -5.41 -4.20
O -1.10 -5.70 -3.51
H -3.07 -6.39 -3.57
H -2.39 -5.54 -5.16
H 0.96 -4.74 -1.90
H 0.73 -2.72 -0.75
H -2.51 -0.45 -0.52
H -1.47 1.81 0.08
H 0.76 5.59 -0.37
H 0.48 4.77 -1.86
H 2.00 4.47 -1.08
*
```

- Highest occupied orbital energy: -8.694 eV
- F_max: 18.59 eV Å⁻¹
- Energy above the lowest of the compared OMol25 structures with the same formula, charge and spin: 20.807 eV
- LUMO: -0.06 eV
- Molar mass: 425.48 u
- Kohn-Sham gap: 8.6 eV
- Energy: -1436.21173 Ha

***

Entry 4:
This record from OMol25 describes a molecular structure, C40H60Cl3CsGe2N5O2P3. The level of theory is wB97M-V/def2-TZVPD.

```
! wB97M-V def2-TZVPD RIJCOSX def2/J DEFGRID3
* xyz -2 1
Cs 4.54 -2.04 -1.15
C 2.66 3.75 2.89
C 1.76 2.50 2.79
C 2.46 1.23 2.16
P 0.10 2.71 1.71
C -0.94 1.22 2.26
N -1.78 0.58 1.27
Ge -0.94 -0.38 -0.32
N -1.00 0.90 -1.83
C 0.11 1.24 -2.74
P 1.94 1.58 -2.13
C 1.79 3.46 -1.70
C 3.01 4.14 -0.90
C 1.41 4.53 -2.72
C 2.63 1.37 -3.91
C 3.87 1.94 -3.32
C 2.47 -0.15 -4.26
C -2.16 1.64 -2.01
C -2.17 2.82 -2.79
C -3.10 3.83 -2.47
C -4.09 3.56 -1.52
C -4.22 2.28 -0.95
C -3.30 1.28 -1.22
N -3.47 -0.05 -0.75
C -3.94 -0.21 0.62
C -5.22 -0.66 0.97
C -5.65 -0.88 2.28
C -4.68 -0.62 3.27
C -3.35 -0.42 2.98
C -2.99 0.00 1.69
C -3.19 -1.22 -1.59
C -3.71 -1.24 -2.90
C -3.75 -2.49 -3.59
C -3.52 -3.66 -2.78
C -2.95 -3.57 -1.54
C -2.62 -2.34 -0.97
N -1.71 -2.09 0.03
C -1.44 -3.08 1.03
P 0.31 -3.67 1.22
C 0.40 -4.09 3.02
C 1.52 -5.12 3.34
C 0.61 -2.88 3.96
C -0.07 -5.39 0.54
C -0.93 -6.29 1.48
C 1.10 -6.19 -0.12
C -0.46 4.29 2.71
C -1.22 5.27 1.78
C -1.21 4.13 4.01
H 2.48 4.50 2.11
H 3.73 3.41 2.75
H 2.60 4.19 3.89
H 1.46 2.24 3.82
H 2.30 1.15 1.09
H 2.04 0.32 2.67
H 3.58 1.21 2.36
H -1.58 1.67 3.08
H -0.11 0.62 2.70
H -0.13 2.16 -3.33
H 0.28 0.43 -3.46
H 0.98 3.41 -0.94
H 3.41 3.46 -0.11
H 2.60 5.06 -0.53
H 3.84 4.36 -1.59
H 1.78 5.51 -2.39
H 0.29 4.59 -2.93
H 1.81 4.32 -3.74
H 2.17 2.11 -4.59
H 4.08 2.93 -2.92
H 6.52 0.42 -3.15
H 4.76 1.25 -3.31
H 3.44 -0.66 -4.28
H 2.01 -0.25 -5.26
H 1.76 -0.66 -3.60
H -1.42 3.15 -3.52
H -3.11 4.88 -2.81
H -4.74 4.36 -1.20
H -5.07 1.98 -0.35
H -5.95 -0.79 0.19
H -6.63 -1.17 2.52
H -4.89 -0.71 4.34
H -2.58 -0.46 3.78
H -4.14 -0.38 -3.30
H -4.05 -2.48 -4.61
H -3.71 -4.69 -3.28
H -2.92 -4.42 -0.89
H -2.09 -3.90 0.77
H -1.74 -2.65 2.00
H -0.52 -4.59 3.34
H 2.50 -4.75 3.14
H 1.35 -6.03 2.79
H 1.43 -5.25 4.39
H 1.37 -2.21 3.57
H 0.90 -3.27 4.96
H -0.32 -2.29 4.09
H -0.71 -5.15 -0.30
H -0.30 -6.97 2.08
H -1.63 -6.84 0.87
H -1.51 -5.64 2.12
H 0.87 -6.59 -1.15
H 1.35 -7.06 0.45
H 2.03 -5.59 -0.22
H 0.56 4.75 2.82
H -1.41 4.87 0.78
H -0.73 6.27 1.64
H -2.24 5.43 2.14
H -2.24 3.78 3.82
H -1.23 5.11 4.53
H -0.77 3.40 4.73
O 6.55 -0.53 -2.98
O 1.50 -3.42 -1.83
C 1.40 -2.27 -1.49
N 1.32 -1.11 -1.16
Cl 9.77 -0.58 -1.85
Ge 8.23 -1.36 -3.09
Cl 7.47 -3.33 -2.86
Cl 9.05 -0.80 -5.10
*
```

- Highest occupied orbital energy (alpha / beta): 0.160 / 0.160 eV
- F_max: 5.30 eV Å⁻¹
- Energy above the lowest of the compared OMol25 structures with the same formula, charge and spin: 5.647 eV
- LUMO (alpha / beta): 3.10 / 3.23 eV
- Molar mass: 1120.36 u
- Kohn-Sham gap (alpha / beta): 2.9 / 3.1 eV
- Energy: -8562.95832 Ha